# C23H42F5N5O8PS

3 unconnected molecules or ions with the total composition C23H42F5N5O8PS at a distorted geometry (ωB97M-V/def2-TZVPD, OMol25).

Each line ends with the Löwdin charge.
Positions of all 85 atoms, in Å:
C: 0.121 1.048 3.381  -0.087
O: 0.175 1.831 2.205  -0.215
C: 0.396 1.033 1.049  -0.191
C: -0.112 1.742 -0.215  -0.110
C: -1.137 2.830 0.024  -0.078
N: -2.353 2.343 0.846  0.031
C: -3.233 3.393 0.865  -0.347
N: -4.290 3.533 -0.070  -0.003
S: -5.901 3.120 0.253  0.708
O: -6.386 2.447 -0.906  -0.226
O: -6.700 4.234 0.639  -0.261
C: -6.033 1.876 1.644  -0.468
F: -5.500 0.708 1.333  0.167
F: -7.347 1.699 1.707  0.166
C: -5.565 2.327 3.064  -0.586
F: -6.239 1.599 3.944  0.207
F: -5.840 3.593 3.296  0.183
F: -4.273 2.069 3.243  0.180
N: -3.015 4.329 1.752  -0.059
C: -1.904 4.222 2.708  -0.112
C: -0.848 5.280 2.437  -0.231
O: -0.642 5.737 1.359  0.089
P: -4.069 5.837 1.817  0.917
O: -3.880 6.296 3.343  -0.203
O: -3.216 6.863 0.905  -0.212
C: -2.848 1.107 0.240  -0.246
C: -2.776 -0.028 1.046  -0.037
C: -3.182 -1.273 0.575  -0.051
C: -3.645 -1.389 -0.731  -0.052
C: -3.731 -0.268 -1.555  -0.036
C: -3.316 0.965 -1.061  -0.041
H: -0.236 1.651 4.211  0.089
H: -0.569 0.213 3.239  0.077
H: 1.094 0.622 3.635  0.095
H: 0.002 0.020 1.133  0.119
H: 1.476 0.929 0.930  0.102
H: -0.410 1.033 -0.980  0.121
H: 0.754 2.256 -0.633  0.129
H: -0.648 3.639 0.545  0.095
H: -1.538 3.170 -0.930  0.132
H: -4.227 4.384 -0.621  0.139
H: -1.480 3.221 2.770  0.113
H: -2.308 4.454 3.695  0.125
H: -0.292 5.658 3.308  0.141
H: -2.984 6.615 3.552  0.081
H: -3.877 7.346 0.390  0.074
H: -2.410 0.039 2.060  0.105
H: -3.120 -2.126 1.231  0.113
H: -3.936 -2.368 -1.082  0.112
H: -4.088 -0.332 -2.569  0.115
H: -3.369 1.819 -1.721  0.113
C: 6.109 -2.045 0.252  -0.062
C: 5.008 -1.808 -0.777  -0.428
C: 4.511 -0.358 -0.827  -0.196
O: 3.642 0.008 0.236  -0.216
C: 4.297 0.383 1.436  -0.099
N: 3.915 -2.756 -0.526  0.040
H: 5.721 -2.074 1.270  0.065
H: 6.595 -3.002 0.067  0.079
H: 6.873 -1.267 0.197  0.082
H: 5.429 -2.032 -1.761  0.131
H: 3.918 -0.237 -1.738  0.123
H: 5.346 0.349 -0.897  0.123
H: 5.237 0.902 1.238  0.095
H: 4.479 -0.483 2.076  0.080
H: 3.633 1.060 1.978  0.077
H: 3.223 -2.670 -1.267  0.070
H: 3.419 -2.440 0.303  0.070
C: 4.705 -6.503 -4.605  -0.069
C: 4.452 -5.813 -3.269  -0.427
C: 3.194 -6.308 -2.542  -0.208
O: 1.975 -5.812 -3.065  -0.197
C: 1.469 -6.515 -4.185  -0.108
N: 4.422 -4.363 -3.479  0.048
H: 4.032 -6.145 -5.385  0.064
H: 5.721 -6.305 -4.943  0.076
H: 4.585 -7.585 -4.519  0.079
H: 5.302 -6.039 -2.619  0.137
H: 3.237 -5.944 -1.512  0.118
H: 3.171 -7.405 -2.491  0.120
H: 1.686 -7.585 -4.121  0.091
H: 1.869 -6.115 -5.120  0.075
H: 0.387 -6.381 -4.199  0.085
H: 4.352 -3.912 -2.571  0.025
H: 3.540 -4.143 -3.935  0.070

Results
E_tot (eV): -82064.909
Charge: +1
Gap between HOMO and LUMO (eV): 6.18
LUMO (eV): -4.22